This record from OMol25 describes a single C3H4N2 molecule. The level of theory is ωB97M-V/def2-TZVPD.

Output
* HOMO-LUMO gap: 9.88 eV
* ΔE to the lowest compared entry with this formula, charge and spin: 60.9 kcal per mole
* total charge: 0
* spin multiplicity: 1

Geometry as XYZ:
```
9
C3H4N2 | OMol25 | ωB97M-V/def2-TZVPD
N -1.167 -0.696 0.155
C -1.167 0.611 0.296
C 0.296 0.903 0.035
C 0.929 -0.452 -0.103
N 0.059 -1.388 -0.070
H -1.986 -1.286 0.177
H 0.276 1.387 -0.955
H 0.783 1.610 0.712
H 1.978 -0.688 -0.246
```

These are the natural (NBO) partial charges, in e, on atoms 1 to 5:
1 N -0.436
2 C 0.090
3 C -0.620
4 C 0.066
5 N -0.255

***

This record from OMol25 describes a molecular structure, C4H9NO2. The level of theory is ωB97M-V/def2-TZVPD.

Output
* HOMO-LUMO gap (spin up / spin down): 8.85 / 8.85 eV
* ΔE to the lowest compared entry with this formula, charge and spin: 107.9 kcal per mole
* total charge: 0
* spin multiplicity: 1

Geometry as XYZ:
```
16
C4H9NO2 | OMol25 | ωB97M-V/def2-TZVPD
C 0.240 1.322 -0.137
C 0.747 1.100 -1.521
C -1.629 -0.202 1.388
N -0.743 -0.254 0.480
H 0.951 1.675 0.598
H -0.688 1.883 -0.111
H -2.166 0.726 1.595
H -1.854 -1.057 2.033
H 0.095 0.434 -2.085
H 1.748 0.673 -1.517
H 0.782 2.073 -2.032
C 0.552 -1.329 0.572
O 0.487 -1.980 -0.683
O 1.569 -0.566 0.744
H -0.341 -2.485 -0.713
H 0.251 -2.013 1.388
```

These are the natural (NBO) partial charges, in e, on atoms 1 to 5:
1 C -0.040
2 C -0.675
3 C -0.035
4 N -0.354
5 H 0.232